DFT (ωB97M-V/def2-TZVPD) results for a cluster of 4 separate species, C17H40IO17P3 in total at a distorted geometry.

```
! wB97M-V def2-TZVPD RIJCOSX def2/J DEFGRID3
* xyz 0 1
C -3.64586 -2.23887 4.60171
C -2.59593 -1.85967 3.43179
O -1.72854 -0.99363 3.66788
O -2.73199 -2.59581 2.23707
C -1.76261 -2.20258 1.23316
C -2.41765 -2.61047 -0.19879
O -1.86757 -3.85319 -0.71603
C -2.73753 -4.94731 -0.53229
O -3.91314 -5.02430 -0.92973
O -2.19403 -6.08010 0.13086
C -1.01450 -6.58749 -0.54428
C 0.20942 -6.85998 0.45216
C 0.24698 -5.89815 1.73672
I 2.18673 -4.83186 1.70820
H -4.42886 -1.43340 4.76403
H -3.01438 -2.42392 5.52787
H -4.13099 -3.22969 4.31089
H -0.79681 -2.82914 1.30753
H -1.56622 -1.08442 1.16990
H -3.54790 -2.68051 -0.05804
H -2.23058 -1.78661 -0.99425
H -0.63000 -5.93550 -1.39584
H -1.31168 -7.59099 -1.03142
H 1.17822 -6.68496 -0.13248
H 0.15932 -7.95022 0.77863
H 0.28014 -6.55431 2.67540
H -0.56741 -5.10924 1.76957
C -1.55964 2.28394 -4.55280
O -0.66454 1.27006 -4.13303
P -0.40510 0.92687 -2.47406
O -1.82511 0.39892 -2.32538
O -0.39208 2.53539 -2.11153
C 0.65110 3.36621 -2.60901
O -0.09753 0.58067 -0.81321
C 1.28180 0.45861 -0.47613
H -2.12986 1.90444 -5.40515
H -2.24549 2.59438 -3.76576
H -0.97834 3.14540 -4.90070
H 0.21271 4.21613 -3.13306
H 1.30647 2.82133 -3.29430
H 1.23951 3.74422 -1.76885
H 1.80615 1.40017 -0.66303
H 1.74105 -0.34191 -1.06138
H 1.36236 0.21333 0.58364
C 2.50553 6.89918 -7.76665
O 2.14614 7.09623 -6.41238
P 0.60095 6.65102 -5.81657
O 0.91362 5.17467 -6.01223
O -0.13126 7.23215 -7.17596
C -0.10065 8.62705 -7.45772
O -0.94955 6.24378 -5.18376
C -1.55179 7.25872 -4.38469
H 3.53060 6.52003 -7.79662
H 1.84547 6.20324 -8.28216
H 2.49622 7.86813 -8.27807
H 0.28828 8.78084 -8.46462
H 0.52676 9.16851 -6.74367
H -1.11843 9.02260 -7.41702
H -1.72492 8.16086 -4.97837
H -0.90944 7.49533 -3.53284
H -2.50902 6.89004 -4.01455
C 0.92010 -2.05538 4.84934
O 2.01150 -2.90217 5.16144
P 2.18643 -3.62198 6.70761
O 0.97083 -4.51528 6.51044
O 1.71962 -2.23073 7.46332
C 2.51697 -1.05836 7.34660
O 2.51913 -4.32577 8.24506
C 3.85891 -4.15749 8.69802
H 0.56799 -2.30693 3.84499
H 0.09758 -2.14719 5.55679
H 1.27422 -1.01886 4.82503
H 1.89377 -0.23429 6.99803
H 3.34564 -1.20292 6.64710
H 2.91556 -0.79734 8.33016
H 4.08969 -3.09574 8.82503
H 4.55491 -4.60330 7.98302
H 3.96857 -4.66048 9.65945
*
```

- Structure (SMILES): CC(=O)OCCOC(=O)OCCCI.COP(=O)(OC)OC.COP(=O)(OC)OC.COP(=O)(OC)OC
- LUMO: -3.2 eV
- F_max: 9.423 eV/Å

=====

DFT (ωB97M-V/def2-TZVPD) results for the ion C11H16P with charge +1 at a distorted geometry.

```
! wB97M-V def2-TZVPD RIJCOSX def2/J DEFGRID3
* xyz 1 1
C -2.20880 1.39584 1.04858
C -0.95913 1.12562 0.86625
C 3.31078 1.66205 0.07460
C -3.38241 0.65515 0.38471
C 1.26977 -2.61106 -0.53614
C 2.03828 1.87692 -0.21207
C -2.98126 -0.62063 -0.24395
C 1.64386 -2.13296 0.63382
C 1.22210 0.96251 -1.07344
C -2.18778 -0.67901 -1.31648
C 1.09094 -0.88055 1.23882
P 0.06198 0.07400 0.04703
H -2.53041 2.21022 1.68370
H 3.87928 2.34824 0.67767
H 3.84332 0.80694 -0.31058
H -4.14049 0.50163 1.15493
H -3.77333 1.36378 -0.35139
H 1.65652 -3.52345 -0.95150
H 0.53201 -2.08426 -1.14298
H 1.51519 2.74147 0.17539
H -3.24598 -1.52899 0.27950
H 2.37743 -2.64511 1.24306
H 1.84808 0.22065 -1.57552
H 0.63830 1.51356 -1.81418
H -1.96425 0.20245 -1.89952
H -1.92008 -1.62471 -1.75745
H 1.89738 -0.21379 1.56936
H 0.46872 -1.11650 2.10778
*
```

- Energy above the lowest of the compared OMol25 structures with the same formula, charge and spin: 86.08 kcal per mole
- LUMO (alpha / beta): -5.3 / -5.3 eV
- F_max: 1.821 eV/Å

=====

DFT (ωB97M-V/def2-TZVPD) results for a cluster of 2 separate species, C3H7BO3 in total at a distorted geometry.

```
! wB97M-V def2-TZVPD RIJCOSX def2/J DEFGRID3
* xyz 0 1
B -2.71897 0.52386 -0.47947
C 2.03936 -0.41911 0.92208
C -2.29947 1.78235 0.17847
C 1.53439 -0.27079 -0.30440
O -1.99429 0.38634 0.68466
O -2.82429 -0.14677 -1.64165
O 0.79847 -1.27479 -0.94722
H 1.76014 -1.27918 1.51636
H 2.72011 0.22465 1.27638
H -1.42781 2.38354 -0.13609
H -2.88847 2.38822 0.85026
H 1.81762 0.55260 -0.97368
H -2.73124 -1.16102 -1.62492
H 0.26556 -0.81039 -1.61623
*
```

- Structure (SMILES): OB1CO1.C=CO
- Energy above the lowest of the compared OMol25 structures with the same formula, charge and spin: 77.30 kcal per mole
- LUMO: 0.3 eV
- F_max: 4.160 eV/Å

=====

DFT (ωB97M-V/def2-TZVPD) results for a cluster of 2 separate species, C5H10O2 in total at a distorted geometry.

```
! wB97M-V def2-TZVPD RIJCOSX def2/J DEFGRID3
* xyz 0 1
C 0.44878 -1.17743 -1.81373
C 0.49980 -0.63764 0.37933
C 0.78974 0.83984 0.35511
O 1.45545 1.25383 -0.80928
C -0.72421 1.11474 0.50693
C -0.87496 -0.31812 1.02662
O -2.04187 -0.96562 0.58862
H 0.12811 -1.53707 -0.79088
H 1.50587 -1.09023 -2.08158
H -0.11536 -0.37325 -2.29497
H 1.16883 -1.33485 0.90377
H 1.34549 1.14397 1.25626
H 1.44755 2.21619 -0.82875
H -1.05362 1.94784 1.13364
H -1.19545 1.16750 -0.47717
H -0.80753 -0.34730 2.13203
H -1.97662 -1.90241 0.81405
*
```

- Energy above the lowest of the compared OMol25 structures with the same formula, charge and spin: 142.39 kcal per mole
- LUMO: 0.5 eV
- F_max: 1.708 eV/Å

=====

DFT (ωB97M-V/def2-TZVPD) results for the ion C4H11N4 with charge +1 at a distorted geometry.

```
! wB97M-V def2-TZVPD RIJCOSX def2/J DEFGRID3
* xyz 1 1
C 0.36864 1.16814 -0.21174
C 1.51307 0.53325 0.57816
C -0.92806 -0.76467 0.07104
C -2.10001 1.22932 -0.61076
N 0.06947 -2.71138 0.72747
N 0.04587 -1.62676 0.14764
N -0.90970 0.52640 -0.05296
N 1.77710 -0.76488 0.11948
H 0.35280 2.12861 0.37853
H 0.58886 1.29340 -1.19482
H 2.37042 1.20630 0.54547
H 1.28189 0.65159 1.68773
H -1.85653 -1.27638 0.11219
H -2.19307 1.06678 -1.72683
H -3.09647 0.67050 -0.39646
H -2.17174 2.27441 -0.28625
H 0.41948 -3.53166 0.24416
H 2.19035 -0.68020 -0.83900
H 2.27763 -1.39276 0.70695
*
```

- Structure (SMILES): [H]/N=N/C=[N+](/C)CCN
- Energy above the lowest of the compared OMol25 structures with the same formula, charge and spin: 118.00 kcal per mole
- LUMO (alpha / beta): -4.2 / -4.2 eV
- F_max: 4.857 eV/Å

=====

DFT (ωB97M-V/def2-TZVPD) results for a structure of composition C28H33BrN6O9Sr at a distorted geometry.

```
! wB97M-V def2-TZVPD RIJCOSX def2/J DEFGRID3
* xyz 0 1
Sr 0.65591 0.87038 -0.06700
O 2.61556 3.32522 1.99950
C 2.51304 2.81115 0.87047
O 1.47090 2.81607 0.15799
C 3.75891 2.09828 0.30735
C 3.52787 1.57637 -1.11702
C 4.84090 1.04093 -1.70476
C 4.98597 -0.30079 -0.94355
C 3.73987 -0.26748 -0.04673
O 2.77393 0.37944 -0.88417
C 3.97681 0.75883 1.08486
C 2.95298 0.56705 2.20655
O 3.31638 0.38845 3.36095
O 1.71370 0.58219 1.83133
H 4.61406 2.76452 0.40239
H 2.96967 2.25571 -1.75575
H 5.67424 1.71925 -1.52923
H 4.74541 0.88590 -2.77831
H 5.90297 -0.35751 -0.36045
H 4.95374 -1.15672 -1.61598
H 3.37050 -1.23421 0.28945
H 4.96825 0.67800 1.52277
C -1.24534 3.76721 -1.00257
O -1.04250 2.38270 -1.25111
C -1.88428 1.75960 -2.13011
C -3.06410 2.30009 -2.60499
C -3.84103 1.53362 -3.46337
Br -5.44378 2.27974 -4.15274
C -3.49367 0.25420 -3.81691
C -2.30133 -0.30058 -3.33621
C -1.46549 0.47859 -2.53636
O -0.20834 0.09467 -2.16094
C -2.02162 -1.68935 -3.71542
N -2.76556 -2.34928 -4.56832
C -2.22431 -3.60973 -4.64294
C -2.61616 -4.71732 -5.39468
C -1.86114 -5.86689 -5.28294
C -0.73679 -5.93171 -4.44795
C -0.33684 -4.84839 -3.69171
C -1.10201 -3.69277 -3.79451
N -0.99513 -2.45243 -3.22118
H -2.16017 3.94138 -0.42988
H -1.28279 4.32698 -1.93951
H -0.38388 4.08968 -0.42516
H -3.39959 3.28493 -2.31695
H -4.11668 -0.35185 -4.45652
H -0.26503 -0.63259 -1.45113
H -3.48237 -4.66484 -6.03967
H -2.13718 -6.74353 -5.85435
H -0.17041 -6.85235 -4.39855
H 0.52831 -4.89894 -3.04348
H -0.36176 -2.19310 -2.48676
N -1.24132 0.72020 1.59949
C -0.96076 -0.69244 1.95241
C -1.82426 -1.29827 3.06363
C -1.77034 -0.66172 4.47357
C -0.38424 -0.36551 5.06977
N 0.11079 0.94373 4.69608
C -0.28606 2.07970 5.22482
N 0.06709 3.24555 4.69437
N -1.18039 2.08132 6.25194
C -1.09591 -1.41029 0.58887
O -2.14264 -1.93599 0.25214
O -0.03136 -1.29217 -0.13316
H -1.11800 1.30772 2.41794
H -2.22277 0.78208 1.33886
H 0.08535 -0.77222 2.23215
H -1.51254 -2.34260 3.15059
H -2.86672 -1.29596 2.73794
H -2.28609 -1.35226 5.14363
H -2.33448 0.27519 4.48249
H 0.34244 -1.09963 4.72305
H -0.42350 -0.43969 6.16028
H 0.79668 0.99466 3.91191
H 0.89325 3.37954 4.05140
H -0.20659 4.08144 5.18270
H -1.29297 1.23537 6.78335
H -1.27528 2.93345 6.77605
*
```

- Energy above the lowest of the compared OMol25 structures with the same formula, charge and spin: 75.72 kcal per mole
- LUMO: -0.5 eV
- F_max: 3.021 eV/Å

=====

DFT (ωB97M-V/def2-TZVPD) results for a structure of composition C18H35CeN2S at a distorted geometry.

```
! wB97M-V def2-TZVPD RIJCOSX def2/J DEFGRID3
* xyz 2 2
C 0.34831 1.85710 -1.94972
H 1.02059 2.42697 -1.27481
H 0.89353 1.63657 -2.87885
H 0.61139 -1.77626 1.47646
C -0.96584 2.59762 -2.18599
H -1.59814 2.04105 -2.89410
H -1.53906 2.63656 -1.24524
C -0.77474 4.03023 -2.70115
H -1.73961 4.52356 -2.84718
H -0.19573 4.62392 -1.98978
H -0.24434 4.03798 -3.65863
C -0.67722 -2.32855 -0.96848
C -1.30555 -1.39510 -1.87058
C -0.32401 -0.99944 -2.83566
C 0.94659 -1.55033 -2.44802
C 0.72451 -2.40237 -1.30627
C 1.74963 -3.24528 -0.62570
C 2.25458 -1.21678 -3.07167
C -0.61221 -0.30072 -4.11979
C -2.74332 -0.99757 -1.87763
C -1.41689 -3.25664 -0.06239
Ce 0.36264 -0.07100 -0.55002
H 2.96557 -2.03768 -2.92356
H 2.11812 -1.05197 -4.14880
H 2.70996 -0.29904 -2.65245
H 2.68810 -3.23487 -1.19296
H 1.97533 -2.90048 0.39895
H 1.40119 -4.28601 -0.54750
H -2.18329 -2.73361 0.52187
H -1.93931 -4.02644 -0.65444
H -0.74475 -3.77987 0.62844
H -2.86989 0.06166 -2.14939
H -3.30767 -1.59428 -2.61042
H -3.20586 -1.14699 -0.89232
H -0.46812 0.78068 -4.04862
H 0.05139 -0.67090 -4.91305
H -1.65069 -0.47768 -4.42861
C -2.18584 0.75903 3.45014
N -0.76081 1.07354 3.57389
C -0.44807 2.44777 3.97176
C 0.16720 0.25684 3.04177
S -0.43631 -1.04233 2.03068
N 1.47363 0.40441 3.33845
C 1.86887 0.91307 4.65478
C 2.51066 -0.33470 2.61246
H -2.71988 1.45655 4.10162
H -2.38275 -0.26615 3.78444
H -2.55628 0.88655 2.42110
H -0.16773 2.49404 5.03292
H 0.34391 2.88310 3.35100
H -1.35945 3.03905 3.84489
H 2.77853 0.38792 4.95884
H 2.09326 1.98674 4.61138
H 1.08617 0.72252 5.39918
H 2.30011 -1.41413 2.58930
H 2.62793 0.04707 1.58092
H 3.45165 -0.17491 3.14853
*
```

- Energy above the lowest of the compared OMol25 structures with the same formula, charge and spin: 0.00 kcal per mole
- LUMO (alpha / beta): -7.0 / -7.0 eV
- F_max: 3.723 eV/Å

=====

| no. | electronic energy (eV) |
| --- | --- |
| 1 | -89041.447 |
| 2 | -20944.311 |
| 3 | -10042.631 |
| 4 | -9436.869 |
| 5 | -10276.073 |
| 6 | -127823.093 |
| 7 | -45960.833 |